1.
Density functional theory data (ωB97M-V/def2-TZVPD) for an isolated molecule of C6H9N.

Geometry as XYZ:
```
16
Properties=species:S:1:pos:R:3:forces:R:3
C 1.5345 -0.7221 1.1188 -0.081 -0.007 -0.060
C 0.4048 -0.3850 0.1991 -0.129 0.241 0.514
C 0.2295 1.0282 -1.4358 0.351 0.076 -0.091
C -0.1704 0.9711 -0.0046 0.365 0.318 -0.194
C -1.5646 0.3156 0.1764 0.130 -0.051 0.239
N -1.7272 -0.6198 -0.8434 0.533 0.562 -1.645
C -0.8186 -1.1474 0.1334 -0.139 -0.017 0.072
H 1.2874 -0.2300 2.0726 0.141 -0.015 -0.098
H 2.5101 -0.3317 0.8086 -0.266 -0.024 -0.114
H 1.6129 -1.7963 1.3272 0.028 0.194 -0.256
H 1.2953 1.0866 -1.6349 -0.026 0.101 0.288
H -0.3301 1.6463 -2.1470 -0.155 -0.427 0.058
H 0.0377 1.7915 0.6823 0.025 -0.038 0.202
H -2.3841 0.7857 0.7467 0.446 -0.751 -0.103
H -1.0181 -0.2031 -1.6700 -0.896 -0.802 1.142
H -0.8990 -2.1896 0.4705 -0.326 0.640 0.045
```
Positions in Å, forces in eV/Å.

Summary:
- Energy above the lowest of the compared OMol25 structures with the same formula, charge and spin: 6.2495 eV
- Net charge: 0
- Lowest unoccupied orbital energy (alpha / beta): 0.216 / 0.218 eV
- Frontier orbital gap (alpha / beta): 7.53 / 7.54 eV
- Spin multiplicity: 1

2.
Density functional theory data (ωB97M-V/def2-TZVPD) for the ion C4H7N4 with charge +1.

Geometry as XYZ:
```
15
Properties=species:S:1:pos:R:3:forces:R:3
C 0.3250 1.7686 1.4791 1.796 1.965 -2.639
C 0.8556 1.8016 0.0463 -5.803 0.053 1.217
C 0.3774 -1.0827 0.2090 0.249 -3.459 -3.825
C -0.5209 -1.6277 -0.8911 0.272 -0.936 -0.281
N 3.1501 1.6371 -0.4972 -0.495 -0.280 0.422
N 0.0243 0.4500 1.9469 -1.714 -1.659 1.301
N 0.0365 -0.4635 1.1858 -0.929 3.810 3.378
N 2.0622 1.6648 -0.1901 4.506 0.183 -2.007
H 0.9564 2.2284 2.2383 0.203 -0.198 0.017
H -0.4545 2.5082 1.3041 -1.156 -0.739 1.193
H 0.0120 1.8852 -0.7270 2.136 -0.040 0.682
H 1.4124 -1.3636 0.2907 0.596 -0.303 -0.424
H -1.1972 -2.4531 -0.5776 1.227 -0.306 0.398
H 0.1544 -2.0196 -1.7713 -1.775 1.263 1.551
H -1.3847 -0.9613 -1.0275 0.886 0.645 -0.984
```
Positions in Å, forces in eV/Å.

Summary:
- Energy above the lowest of the compared OMol25 structures with the same formula, charge and spin: 5.8935 eV
- Net charge: +1
- Lowest unoccupied orbital energy: -5.515 eV
- Frontier orbital gap: 7.73 eV
- Spin multiplicity: 1